Record 1
Molecular formula: C9H10Br6N2O4
Method: DFT, the ωB97M-V functional and the def2-TZVPD basis

As for the charge: 0. Its LUMO energy is -1.30 eV.

```
31
Properties=species:S:1:pos:R:3:forces:R:3:mulliken_charge:R:1
C -0.57907 -3.28481 -1.06432 -3.232 -5.343 -1.128 -0.3855
N -0.99466 -4.44161 -0.21779 -2.139 -1.757 2.843 0.8991
O -2.17153 -4.68551 0.09451 0.746 1.318 -1.484 -0.5610
O -0.12219 -5.11063 0.32805 0.786 0.861 -1.129 -0.5445
H -1.00716 -2.30614 -0.84740 -1.904 -2.000 0.605 0.0623
H -0.97339 -3.51055 -2.05510 0.602 -0.285 -0.450 0.2859
H 0.50374 -3.22367 -0.95530 -1.668 -3.723 -1.073 0.2019
C 0.77571 -0.42358 2.56140 0.331 0.100 -0.714 -0.6560
C -0.59202 -0.18687 2.62677 -1.113 0.537 0.821 -0.4034
C -1.32623 0.68927 1.82471 1.149 -0.592 0.749 -0.8370
C -0.60409 1.35734 0.85584 1.124 -0.060 -0.066 1.1806
C 0.74617 1.00928 0.64576 0.610 -0.261 1.256 -0.7346
C 1.46646 0.10370 1.47886 -1.717 1.672 0.423 -1.1818
N -1.32141 2.27724 -0.05089 -1.309 0.128 1.067 1.0187
O -0.82439 2.61085 -1.10062 -0.913 -2.397 0.790 -0.4667
O -2.50282 2.50255 0.21479 0.875 0.257 0.268 -0.6112
H 1.32093 -1.03823 3.26235 -0.329 -0.176 0.177 0.4094
H -1.23759 -0.54665 3.41429 0.523 -0.684 0.341 0.3846
H -2.37084 0.77472 2.08524 0.010 0.453 -0.586 0.4904
H 1.33214 1.40525 -0.17048 -0.377 -0.849 0.737 0.6576
H 2.49702 -0.13927 1.26601 -0.006 0.174 0.021 0.4771
C 0.13320 -0.10407 -1.79691 -1.509 -0.555 -0.056 2.2795
Br -1.84779 0.27025 -1.52159 0.569 -3.249 -2.188 -0.0648
Br 0.67274 -0.32124 -3.69390 -0.868 -1.005 0.838 -0.1171
Br 0.70381 -1.56646 -0.61389 5.945 9.803 -0.401 0.1515
H 0.64885 0.82474 -1.55294 -1.311 -1.220 0.206 -2.0008
C 1.51218 3.29856 -0.91261 0.390 2.428 -0.500 0.1874
Br 3.03494 4.40376 -0.27965 -0.418 -0.967 -0.477 -0.0613
Br 1.90800 1.94720 -2.34538 2.148 3.910 0.421 0.0983
Br 0.11192 4.60382 -1.45396 2.428 2.489 -0.572 -0.0174
H 1.10739 2.81074 -0.02589 0.578 0.992 -0.739 -0.1412
```
Positions in Å, forces in eV/Å.

***

Record 2
Molecular formula: C9H10BrN4
Method: DFT, the ωB97M-V functional and the def2-TZVPD basis

As for the charge: +1. As for the SMILES: NC(/N=C\N=[NH2+])=C(\Br)c1ccccc1. Its LUMO energy (spin up / spin down) is -5.99 / -5.99 eV.

```
24
Properties=species:S:1:pos:R:3:forces:R:3:mulliken_charge:R:1
C -1.33404 -3.51652 -0.04602 0.061 0.351 0.063 -0.3254
C -0.33548 -2.78933 0.59698 0.062 -0.069 0.036 -0.6616
C -2.44415 -2.85974 -0.56969 -0.145 0.016 -0.089 -0.7198
C -0.42206 -1.42138 0.70398 0.058 -0.038 0.082 -0.2050
C -2.54450 -1.49210 -0.48728 -0.035 0.043 -0.048 -0.5578
C -1.51409 -0.72769 0.12124 -0.241 -0.242 0.076 1.1169
C 1.98912 1.13965 -0.24619 1.768 0.181 -0.190 -0.0722
C -0.27623 1.66846 0.27748 1.013 -0.990 -0.244 0.0250
C -1.61058 0.66892 0.13414 2.316 3.987 0.697 0.2262
N 0.69822 0.87162 -0.07492 -1.875 0.283 -0.008 -0.3351
N 2.54782 2.31844 -0.22321 -0.865 -0.187 0.168 -0.0350
N 3.82643 2.43539 -0.41638 0.638 -0.099 -0.142 -0.5581
N 0.08934 3.03486 0.64230 -2.896 -3.131 -0.412 -0.3612
Br -3.20136 1.59090 -0.08610 0.269 -0.229 0.029 -0.0214
H -1.25214 -4.58987 -0.12225 -0.014 -0.098 -0.011 0.4245
H 0.50979 -3.30837 1.02289 0.030 0.002 0.095 0.3987
H -3.22623 -3.42489 -1.05179 -0.062 -0.028 -0.055 0.4031
H 0.31789 -0.86370 1.25194 -0.043 -0.132 0.059 0.5140
H -3.39160 -0.98822 -0.93376 0.030 -0.031 0.026 0.3092
H 2.59014 0.24746 -0.45067 0.127 0.200 -0.004 0.3860
H 4.42802 1.62707 -0.55186 -0.150 0.199 -0.054 0.2271
H 4.20275 3.36703 -0.48836 -0.053 -0.178 0.077 0.2284
H 0.98862 3.28675 0.25427 -0.002 0.121 -0.113 0.3498
H -0.63568 3.72525 0.74324 0.011 0.068 -0.036 0.2437
```
Positions in Å, forces in eV/Å.

***

Record 3
Molecular formula: C9H10Cl2
Method: DFT, the ωB97M-V functional and the def2-TZVPD basis

As for the charge: 0. As for the SMILES: ClC(Cl)=C1CCC2=C1CCC2. Its LUMO energy is 0.79 eV.

```
21
Properties=species:S:1:pos:R:3:forces:R:3:mulliken_charge:R:1
C -1.90482 1.61275 -0.20886 1.328 0.761 -2.198 -0.5617
C -2.18012 0.11640 0.12345 1.163 1.548 2.108 -0.7666
C -0.36139 1.85965 -0.10493 -0.158 -2.657 1.900 -0.7870
C -0.30679 -1.88234 -0.18303 -0.674 -2.187 1.563 -0.5397
C 1.22682 -1.79468 0.05720 -1.118 2.731 1.813 -1.0970
C -0.86431 -0.50509 -0.08130 2.518 0.368 -0.864 0.0772
C 0.12422 0.40037 -0.10267 2.128 1.165 -0.307 0.4998
C 1.50828 -0.21653 -0.01873 1.411 -2.341 -1.020 -0.3843
C 2.84854 0.10189 -0.01546 -3.396 1.685 0.114 0.6349
Cl 4.15789 -0.95916 0.01977 0.301 -0.756 0.046 -0.1763
Cl 3.35387 1.77299 0.06826 -0.098 0.083 -0.092 -0.2242
H -2.07556 1.84471 -1.30939 -0.624 -0.258 1.422 0.2273
H -2.29188 2.35961 0.46196 -1.184 -0.021 -0.073 0.3776
H -2.29909 0.12583 1.24523 -0.560 -0.491 -0.909 0.2055
H -2.95830 -0.38641 -0.36621 -1.409 -0.303 -0.587 0.4098
H 0.08484 2.57612 -0.72965 0.367 0.371 -1.813 0.4963
H -0.05851 2.29402 0.83377 -0.267 0.048 1.012 0.3139
H -0.60115 -2.47543 -1.10223 0.211 0.769 1.034 0.3013
H -0.65268 -2.42328 0.75431 -0.235 -0.039 -1.386 0.1581
H 1.40736 -1.96179 1.16357 -0.098 -0.341 -1.214 0.3172
H 1.84278 -2.45961 -0.50506 0.393 -0.135 -0.547 0.5179
```
Positions in Å, forces in eV/Å.

***

The records above yield E values of -16202.9092; -3141.6258; -1269.2544 hartree, respectively.
The records above yield relative energy (zero: lowest compared OMol25 entry of this formula, charge and spin) values of 991.8; 141.4; 220.7 kJ/mol, respectively.
The records above yield max |F| values of 11.47; 4.66; 3.79 eV Å⁻¹, respectively.